#P
Formula: C4H13N2S
Source: the OMol25 dataset
Level of theory: the ωB97M-V functional and the def2-TZVPD basis

The geometry in XYZ format:
```
20
Properties=species:S:1:pos:R:3:mulliken_charge:R:1
N -1.89 -1.49 -0.63 -0.56
C -1.29 -0.34 0.05 -0.77
C 0.17 -0.62 0.07 0.16
N 0.77 -1.39 -1.24 -0.21
C 0.80 0.71 0.02 -1.42
C 0.22 1.61 1.17 -0.50
S 1.56 2.81 1.30 -0.20
H -2.71 -1.16 -1.17 0.26
H -2.30 -2.05 0.11 0.25
H -1.39 0.56 -0.57 0.42
H -1.64 0.10 1.05 0.34
H 0.41 -1.32 1.03 0.34
H 1.50 -1.88 -0.67 0.40
H 0.12 -2.02 -1.60 0.32
H 1.09 -0.69 -1.84 0.32
H 1.92 0.67 0.03 0.52
H 0.58 1.20 -0.93 0.43
H -0.76 2.10 0.94 0.37
H 0.16 0.93 2.05 0.36
H 2.69 2.27 0.83 0.16
```

Output
SMILES: NC[C@@H]([NH3+])CCS
Total charge: +1
Frontier orbital gap: 0.3339 hartree

#Q
Formula: C4H13N2S
Source: the OMol25 dataset
Level of theory: the ωB97M-V functional and the def2-TZVPD basis

The geometry in XYZ format:
```
20
Properties=species:S:1:pos:R:3:mulliken_charge:R:1
C -0.47 -2.69 0.99 -0.96
N 0.06 -1.55 0.27 -0.25
C -0.59 -0.29 0.52 -0.95
C -0.19 0.72 -0.55 0.25
N -1.04 1.97 -0.29 -0.30
C 1.28 1.13 -0.50 -0.94
S 1.99 1.74 -2.04 -0.18
H -0.34 -2.64 2.07 0.34
H -0.02 -3.57 0.57 0.35
H -1.54 -2.82 0.84 0.33
H 1.07 -1.55 0.33 0.19
H -0.43 0.10 1.55 0.38
H -1.64 -0.53 0.42 0.45
H -0.52 0.32 -1.50 0.27
H -0.72 2.82 -0.73 0.33
H -1.06 2.12 0.71 0.38
H -2.00 1.78 -0.58 0.37
H 1.41 1.83 0.33 0.43
H 1.82 0.28 -0.23 0.33
H 2.96 0.83 -2.18 0.18
```

Output
SMILES: CNC[C@@H]([NH3+])CS
Total charge: +1
Frontier orbital gap: 0.3360 hartree

Least stable structure: #P

#P
Formula: C5H10N4
Source: the OMol25 dataset
Level of theory: the ωB97M-V functional and the def2-TZVPD basis

The geometry in XYZ format:
```
19
Properties=species:S:1:pos:R:3:mulliken_charge:R:1
C 1.22 1.91 0.45 -1.38
C 0.37 0.70 0.08 1.61
C -0.81 1.28 -0.47 -0.67
N -1.92 0.52 -0.22 -0.35
N -2.09 -0.75 0.14 -0.36
C 0.38 -0.51 1.11 -0.85
N 0.71 -1.70 0.51 -0.76
C 1.22 -1.44 -0.62 -0.10
N 0.99 -0.22 -1.02 -0.27
H 2.42 2.10 0.32 0.29
H 0.83 2.22 1.37 0.34
H 0.99 2.79 -0.45 0.29
H -1.32 2.25 -0.67 0.35
H -3.02 -1.33 -0.12 0.30
H -1.28 -1.49 0.07 0.23
H 1.27 -0.50 1.74 0.39
H -0.52 -0.45 1.88 0.37
H 1.74 -2.06 -1.34 0.42
H 0.82 -0.09 -1.91 0.16
```

Output
SMILES: C[C@]1(/C=N\N)CN=CN1
Total charge: 0
Frontier orbital gap: 0.3348 hartree

#Q
Formula: C5H10N4
Source: the OMol25 dataset
Level of theory: the ωB97M-V functional and the def2-TZVPD basis

The geometry in XYZ format:
```
19
Properties=species:S:1:pos:R:3:mulliken_charge:R:1
C -0.62 -1.10 2.49 -0.95
C -0.44 -0.44 1.09 0.52
N -1.00 -1.06 0.03 -0.75
C -0.55 -0.53 -1.04 0.66
C -0.86 -0.91 -2.44 -1.03
N 0.33 0.49 -0.84 0.43
N 0.96 1.21 -1.81 -0.95
C 0.44 0.53 0.74 -0.02
N 0.95 1.58 1.41 -0.53
H 0.12 -1.84 2.84 0.23
H -0.40 -0.22 3.26 0.20
H -1.58 -1.54 2.50 0.33
H -1.82 -0.55 -2.70 0.25
H -0.10 -0.35 -3.02 0.32
H -0.81 -1.98 -2.58 0.30
H 1.97 1.27 -1.66 0.23
H 0.61 2.22 -1.82 0.25
H 1.94 1.77 1.15 0.26
H 0.86 1.45 2.39 0.26
```

Output
SMILES: Cc1nc(C)n(N)c1N
Total charge: 0
Frontier orbital gap: 0.2939 hartree

#R
Formula: C5H10N4
Source: the OMol25 dataset
Level of theory: the ωB97M-V functional and the def2-TZVPD basis

The geometry in XYZ format:
```
19
Properties=species:S:1:pos:R:3:mulliken_charge:R:1
N -0.97 1.81 -0.41 -0.62
C -1.30 0.71 0.49 -0.30
C -2.01 -0.39 -0.13 -0.16
N -1.20 -1.39 -0.35 -0.71
N -0.06 -1.22 0.45 0.13
C 1.17 -1.25 -0.33 -0.40
C 1.26 0.15 -0.33 -0.02
N 2.51 0.74 -0.02 -0.68
C 0.10 0.14 0.77 -0.13
H -0.61 1.13 -1.27 0.29
H -1.81 2.25 -0.64 0.28
H -1.90 1.22 1.45 0.39
H -3.03 -0.31 -0.46 0.42
H 2.04 -1.35 0.27 0.29
H 1.17 -1.82 -1.26 0.34
H 0.95 0.79 -1.19 0.21
H 2.82 0.44 0.88 0.19
H 2.60 1.74 -0.17 0.23
H 0.46 0.22 1.84 0.26
```

Output
SMILES: N[C@H]1C=NN2C[C@H](N)[C@@H]12
Total charge: 0
Frontier orbital gap: 0.3396 hartree

Least stable structure: #P

#P
Formula: C5H8N2S
Source: the OMol25 dataset
Level of theory: the ωB97M-V functional and the def2-TZVPD basis

The geometry in XYZ format:
```
16
Properties=species:S:1:pos:R:3:mulliken_charge:R:1
C -1.84 -0.09 -0.81 -0.82
N -0.55 -0.72 -0.72 -0.31
C -0.09 -0.53 0.62 -0.37
C 0.66 0.68 0.94 -0.13
C 1.17 1.41 -0.25 -0.34
N 1.95 0.76 -1.07 -0.42
S 2.24 -0.82 -0.67 -0.06
C 1.38 -0.70 0.92 -0.34
H -2.35 -0.61 -1.63 0.36
H -1.58 1.02 -1.22 0.19
H -2.40 -0.10 0.24 0.27
H -0.88 -1.79 -0.83 0.28
H -0.62 -0.90 1.55 0.41
H 0.22 1.24 1.82 0.35
H 0.86 2.38 -0.59 0.49
H 1.83 -1.25 1.70 0.44
```

Output
SMILES: CN[C@@H]1[C@@H]2C=NS[C@@H]21
Total charge: 0
Frontier orbital gap: 0.3226 hartree

#Q
Formula: C5H8N2S
Source: the OMol25 dataset
Level of theory: the ωB97M-V functional and the def2-TZVPD basis

The geometry in XYZ format:
```
16
Properties=species:S:1:pos:R:3:mulliken_charge:R:1
C 1.13 1.80 -1.73 0.04
C 0.16 0.84 -1.75 -0.59
C 0.70 0.53 0.42 0.56
C 1.07 0.22 1.81 -0.95
C -1.28 -0.60 -0.39 -0.90
N 1.92 1.90 -0.65 -0.27
N -0.03 0.19 -0.53 0.10
S 2.89 2.90 0.12 -0.34
H 1.45 2.29 -2.72 0.31
H -0.58 0.71 -2.59 0.27
H 0.52 0.96 2.46 0.26
H 0.79 -0.88 2.11 0.31
H 2.20 0.46 1.80 0.28
H -2.13 -0.33 -0.98 0.34
H -0.91 -1.70 -0.65 0.31
H -1.49 -0.63 0.75 0.28
```

Output
Total charge: 0
Frontier orbital gap (spin up / spin down): 0.2474 / 0.2473 hartree

Least stable structure: #Q

#P
Formula: CH5NP2
Source: the OMol25 dataset
Level of theory: the ωB97M-V functional and the def2-TZVPD basis

The geometry in XYZ format:
```
9
Properties=species:S:1:pos:R:3:mulliken_charge:R:1
C -0.92 0.69 0.85 -0.83
N 0.94 -0.34 -0.50 -0.01
P 1.46 0.36 -1.80 -0.01
P 0.50 -0.46 1.03 -0.05
H -1.77 0.60 1.58 0.30
H -1.24 0.65 -0.22 0.28
H -0.51 1.75 0.71 0.29
H 1.53 -0.80 -2.61 0.05
H 0.02 -2.44 0.95 -0.03
```

Output
Total charge: 0
Frontier orbital gap: 0.2596 hartree

#Q
Formula: CH5NP2
Source: the OMol25 dataset
Level of theory: the ωB97M-V functional and the def2-TZVPD basis

The geometry in XYZ format:
```
9
Properties=species:S:1:pos:R:3:mulliken_charge:R:1
C 1.59 0.23 -0.07 -0.16
N 2.65 -0.23 -0.16 -0.13
P -0.53 -0.77 0.04 -0.15
P -1.66 1.08 0.26 -0.08
H 3.44 -0.70 -0.52 0.28
H -1.66 -1.68 0.07 0.07
H -0.35 -0.89 1.58 0.08
H -0.99 2.13 -0.32 0.05
H -2.50 0.83 -0.89 0.05
```

Output
Total charge: 0
Frontier orbital gap: 0.3299 hartree

Least stable structure: #P